C5H10N2S | ωB97M-V with the def2-TZVPD basis set

Last column: Löwdin charge in e.
Positions of all 18 atoms, in Å:
S1 2.54013 1.41650 -0.94050  0.61
N1 -1.36703 1.27978 -1.30473  0.14
N2 -0.01259 -0.28258 -0.10593  -0.01
C1 2.25300 0.61309 0.74254  -0.46
C2 0.75884 0.42130 0.91765  -0.41
C3 -2.25713 -0.97965 -0.83287  -0.03
C4 0.19473 -0.82297 1.24326  -0.12
C5 -1.20285 0.12279 -0.73535  -0.42
H1 -2.61161 -1.56258 0.05995  0.09
H2 -0.62415 1.91459 -1.40567  0.00
H3 2.86252 -0.30953 0.81942  0.08
H4 1.56742 0.67940 -1.74730  -0.08
H5 0.75915 -1.83045 1.25710  0.14
H6 2.44545 1.44610 1.50719  0.10
H7 -0.63346 -0.88386 2.06640  0.14
H8 -1.87356 -1.73749 -1.34259  0.01
H9 -3.10183 -0.74104 -1.52474  0.10
H10 0.30298 1.25661 1.32617  0.12

Properties
HOMO energy: -9.152 eV
LUMO level: 0.868 eV
SMILES: [H]/N=C(/C)N1C[C@H]1CS
Kohn-Sham gap: 10.02 eV

C5H10N2S | ωB97M-V with the def2-TZVPD basis set

Last column: Löwdin charge in e.
Positions of all 18 atoms, in Å:
S1 -0.72463 -2.06380 -0.26537  0.74
N1 0.26930 0.56819 -2.26014  -0.01
N2 -2.57406 0.96991 1.14488  0.17
C1 -0.58481 -0.14099 -0.03285  -0.65
C2 -0.88210 0.63253 -1.55927  -0.25
C3 1.10405 -0.45441 1.71890  -0.13
C4 -1.69663 0.32889 0.78081  -0.31
C5 0.72864 0.40168 0.54940  -0.25
H1 0.23329 -0.48948 2.41337  0.10
H2 -1.22170 1.59061 -1.12008  0.12
H3 0.34351 1.38630 0.84041  0.13
H4 1.14790 0.84042 -1.79210  0.08
H5 2.04678 -0.17579 2.27162  0.10
H6 1.45521 -1.41928 1.44358  0.03
H7 0.49786 -0.33037 -2.69453  0.10
H8 0.14322 -2.38633 0.71844  -0.17
H9 1.46163 0.62120 -0.20759  0.09
H10 -1.74747 0.12071 -1.94948  0.11

Properties
HOMO energy: -9.297 eV
LUMO level: 0.549 eV
SMILES: CC[C@@](S)(C#N)CN
Kohn-Sham gap: 9.85 eV

C5H10N2S | ωB97M-V with the def2-TZVPD basis set

Last column: Löwdin charge in e.
Positions of all 18 atoms, in Å:
S1 -0.59852 -0.43925 -1.19197  0.89
N1 -1.71151 -1.63656 -0.63889  -0.37
N2 1.34102 0.37617 1.50739  0.02
C1 -0.52664 0.53987 0.39598  -0.48
C2 -2.01604 -2.59726 -1.40981  -0.19
C3 1.55217 1.71025 -0.68583  -0.09
C4 0.75348 1.34928 0.50072  -0.43
C5 0.02538 -0.26345 1.55457  -0.25
H1 1.71544 0.80319 -1.22693  0.04
H2 1.94731 -0.26704 0.97297  0.10
H3 -0.05356 -1.33440 1.39958  0.10
H4 -2.77798 -3.28651 -1.00700  0.06
H5 -0.48220 -0.10406 2.47672  0.10
H6 0.44441 2.27115 1.04909  0.15
H7 1.06099 2.44280 -1.34115  0.10
H8 -1.68283 -2.68447 -2.53004  0.09
H9 -1.47573 1.00263 0.59725  0.10
H10 2.48480 2.11766 -0.42268  0.07

Properties
HOMO energy: -8.717 eV
LUMO level: 0.897 eV
SMILES: C=NS[C@H]1CN[C@H]1C
Kohn-Sham gap: 9.61 eV

C5H10N2S2 | ωB97M-V with the def2-TZVPD basis set

Last column: Löwdin charge in e.
Positions of all 19 atoms, in Å:
S1 1.20935 -1.17222 -1.52105  0.87
S2 -0.83001 -1.30772 1.04211  0.75
N1 2.41307 -0.91289 0.56334  -0.21
N2 1.41664 -0.46511 0.02080  -0.44
C1 -1.87835 1.21236 0.47346  -0.15
C2 -1.77840 -0.22740 0.06562  -0.57
C3 -0.22185 -0.35388 -1.98422  -0.49
C4 -0.65577 0.21244 -3.09631  -0.08
C5 2.81806 -0.38545 1.80579  -0.12
H1 2.43880 -1.13604 2.43335  0.06
H2 -0.94738 1.55397 0.57251  0.02
H3 -0.17665 0.42582 -3.99733  0.04
H4 -2.65996 -0.74450 -0.36972  0.06
H5 -2.47488 1.16498 1.45871  0.12
H6 -2.38733 1.64269 -0.29306  0.04
H7 -0.82128 -0.30586 2.03092  -0.06
H8 -1.64165 0.39440 -3.05768  0.00
H9 3.85464 -0.20147 1.78869  0.06
H10 2.32295 0.60589 2.06409  0.10

Properties
HOMO energy (alpha / beta): -7.467 / -7.230 eV
LUMO level (alpha / beta): 0.223 / 0.011 eV
Kohn-Sham gap (alpha / beta): 7.69 / 7.24 eV

C5H10N2S2 | ωB97M-V with the def2-TZVPD basis set

Last column: Löwdin charge in e.
Positions of all 19 atoms, in Å:
S1 -1.90790 1.12705 1.06481  1.22
S2 -3.88803 -0.70247 -0.54024  0.86
N1 2.36109 -0.62793 0.56970  0.26
N2 -2.30334 -0.26652 0.19646  -0.78
C1 0.85694 1.20590 0.28485  -0.06
C2 -1.35809 -1.22609 -0.14751  -0.16
C3 -0.49168 1.74481 -0.06755  -0.25
C4 0.00324 -1.12484 0.12641  -0.05
C5 0.92926 -0.14096 0.38124  -0.26
H1 2.55888 -1.59798 0.43850  0.16
H2 -2.82550 1.87966 0.43705  0.04
H3 -1.67462 -2.24950 -0.47364  0.15
H4 2.84230 -0.25039 1.40757  0.20
H5 0.51008 -2.08878 0.05565  0.13
H6 -0.73534 2.86793 0.06969  0.14
H7 -4.01444 -1.81897 0.29970  -0.04
H8 2.80333 -0.11052 -0.21719  0.19
H9 1.71072 1.85112 0.30563  0.13
H10 -0.79230 1.43855 -1.05602  0.11

Properties
HOMO energy: -16.527 eV
LUMO level: -8.136 eV
Kohn-Sham gap: 8.39 eV
Net charge: +2

C5H10N3 | ωB97M-V with the def2-TZVPD basis set

Last column: Löwdin charge in e.
Positions of all 18 atoms, in Å:
N1 -2.28838 0.95277 -0.05915  0.06
N2 0.35789 1.27350 -1.05322  0.21
N3 0.43599 -2.21799 -0.05123  0.17
C1 0.99741 0.14719 -0.18268  -0.21
C2 -1.74623 0.47154 0.98384  -0.22
C3 2.32322 0.10919 -0.02912  0.13
C4 0.13352 -0.99906 0.22125  -0.36
C5 -1.10645 -0.89610 1.05990  -0.12
H1 -2.51755 0.20838 -0.82575  0.12
H2 -1.71725 -1.74714 0.65903  0.15
H3 1.33038 -2.24614 -0.69035  0.12
H4 0.83654 1.33770 -1.96824  0.17
H5 -1.54834 1.13005 1.80589  0.11
H6 0.41316 2.31236 -0.65518  0.23
H7 2.91261 1.01618 -0.34174  0.12
H8 -0.65125 1.03926 -1.22872  0.12
H9 2.71003 -0.85137 0.26258  0.09
H10 -0.87530 -1.04032 2.09287  0.12

Properties
HOMO energy: -14.186 eV
LUMO level: -4.137 eV
SMILES: [H]/N=C\C/C(=N/[H])C(=C)[NH3+]
Kohn-Sham gap: 10.05 eV
Net charge: +1

C5H10N3 | ωB97M-V with the def2-TZVPD basis set

Last column: Löwdin charge in e.
Positions of all 18 atoms, in Å:
N1 -0.57825 -1.15241 -1.08680  -0.03
N2 1.86191 0.39975 0.84912  0.01
N3 -1.41915 1.38679 0.88460  0.09
C1 -1.70450 -1.35651 -0.28402  -0.03
C2 -0.17166 -0.03159 -1.54774  0.13
C3 0.87524 1.01823 0.61563  -0.03
C4 -0.25103 1.80583 0.97091  -0.24
C5 2.93837 -0.25740 0.94131  0.04
H1 -0.80039 0.69965 -1.18905  0.06
H2 3.88102 0.06738 1.13593  0.05
H3 0.11883 2.90666 1.09186  0.17
H4 0.44512 0.06191 -2.39118  0.12
H5 -2.15858 1.98837 1.02124  0.05
H6 -2.22114 -0.44408 -0.11415  0.07
H7 -0.00948 -1.97472 -1.34092  0.19
H8 -2.33722 -1.87768 -1.02513  0.13
H9 2.83215 -1.38827 0.91433  0.11
H10 -1.30125 -1.85192 0.55406  0.11

Properties
HOMO energy (alpha / beta): -11.834 / -11.834 eV
LUMO level (alpha / beta): -4.423 / -4.423 eV
Kohn-Sham gap (alpha / beta): 7.41 / 7.41 eV
Net charge: +1

C5H10N3 | ωB97M-V with the def2-TZVPD basis set

Last column: Löwdin charge in e.
Positions of all 18 atoms, in Å:
N1 0.56222 1.42578 -1.17665  0.05
N2 -0.05909 -0.35015 0.16238  -0.03
N3 0.67795 -2.32335 0.82838  0.11
C1 -0.08824 1.18343 0.07520  -0.35
C2 0.09178 -1.18989 -0.93173  -0.05
C3 0.26865 -1.06970 1.22695  -0.04
C4 0.54095 -2.37486 -0.54545  -0.04
C5 -1.51564 1.70609 0.29903  -0.01
H1 0.37077 2.37500 -1.51364  0.10
H2 0.92300 -3.21897 -1.11020  0.14
H3 -2.25099 0.95440 0.42074  0.08
H4 0.35821 -0.61284 2.22244  0.17
H5 -1.71330 2.31689 -0.57822  0.08
H6 1.64389 1.46291 -1.11316  0.15
H7 -1.55713 2.49756 1.03146  0.08
H8 0.66728 1.20086 1.15462  0.20
H9 1.05669 -2.99797 1.53086  0.20
H10 0.02300 -0.98518 -1.98303  0.14

Properties
HOMO energy: -14.106 eV
LUMO level: -3.289 eV
SMILES: C[C@H](N)[n+]1cc[nH]c1
Kohn-Sham gap: 10.82 eV
Net charge: +1

C5H10N3 | ωB97M-V with the def2-TZVPD basis set

Last column: Löwdin charge in e.
Positions of all 18 atoms, in Å:
N1 0.01410 0.76633 0.32267  0.18
N2 -1.10428 -1.33746 0.14075  0.09
N3 1.10657 -1.20710 -0.39851  0.11
C1 -0.03120 -1.96505 -0.33486  -0.09
C2 -1.35126 0.13817 0.52679  -0.25
C3 2.42307 0.79110 0.04694  0.05
C4 1.03165 0.07834 0.00728  -0.29
C5 -2.48277 0.59365 -0.38014  -0.03
H1 -2.05957 1.16455 -1.20092  0.09
H2 2.26558 1.90553 -0.28091  0.14
H3 2.57998 0.77494 1.12330  0.10
H4 0.12611 -3.02108 -0.40707  0.13
H5 0.15059 1.66898 0.64084  0.14
H6 -1.54962 0.01934 1.65670  0.18
H7 2.07276 -1.55748 -0.38570  0.17
H8 3.03994 0.15959 -0.64392  0.10
H9 -2.99750 -0.28829 -0.53641  0.05
H10 -3.23414 1.31595 0.10318  0.12

Properties
HOMO energy: -14.171 eV
LUMO level: -4.013 eV
SMILES: CC1=[NH+][C@@H](C)N=CN1
Kohn-Sham gap: 10.16 eV
Net charge: +1

C5H10N3 | ωB97M-V with the def2-TZVPD basis set

Last column: Löwdin charge in e.
Positions of all 18 atoms, in Å:
N1 -0.15279 1.68585 0.23285  0.25
N2 0.10857 -2.20883 1.40124  0.14
N3 -1.76877 -1.96015 0.19794  0.11
C1 0.10320 -0.96578 0.79810  -0.24
C2 1.21788 -0.06609 1.11116  -0.09
C3 -1.01987 -2.75355 1.02232  -0.10
C4 -1.05431 -0.81482 0.01249  0.01
C5 0.70532 1.40397 1.28433  -0.24
H1 1.91228 -0.03061 0.26615  0.15
H2 0.67450 2.90721 -5.97515  0.00
H3 0.18134 1.46882 2.25139  0.18
H4 -1.18269 -3.80622 1.19848  0.15
H5 1.59032 2.06637 1.33976  0.16
H6 -2.64012 -2.24088 -0.22246  0.17
H7 1.24716 3.09492 -6.37881  0.00
H8 -0.40660 2.68229 0.17916  0.11
H9 -1.26289 -0.06450 -0.71809  0.11
H10 1.74746 -0.39800 1.99915  0.13

Properties
HOMO energy: -13.374 eV
LUMO level: -8.138 eV
Kohn-Sham gap: 5.24 eV
Net charge: +1

C5H10N3O2 | ωB97M-V with the def2-TZVPD basis set

Last column: Löwdin charge in e.
Positions of all 20 atoms, in Å:
O1 2.46199 0.40059 -0.43985  0.04
O2 1.13797 -0.65723 1.04159  0.10
N1 -1.80041 0.59668 0.95159  0.06
N2 -1.26094 -0.43811 0.20612  -0.13
N3 -0.64132 1.64351 -0.58925  0.08
C1 -1.46772 1.83062 0.35516  -0.10
C2 -0.39533 0.30169 -0.86766  -0.05
C3 -2.25286 -1.35892 -0.46195  0.02
C4 1.38818 -0.06736 0.03290  -0.33
C5 3.75764 0.04965 0.10372  0.06
H1 -0.54431 -0.91443 0.85266  0.16
H2 -2.92341 -1.93259 0.30599  0.14
H3 4.33969 -0.68962 -0.42872  0.12
H4 -1.85895 -2.04254 -1.25349  0.11
H5 -2.78349 0.43750 1.21033  0.16
H6 3.43696 -0.25822 1.06645  0.09
H7 -2.94666 -0.67301 -1.05108  0.12
H8 4.30793 0.89585 0.03656  0.07
H9 -0.20071 0.10720 -1.87658  0.12
H10 -1.75422 2.76876 0.80550  0.14

Properties
HOMO energy: -13.293 eV
LUMO level: -3.261 eV
Kohn-Sham gap: 10.03 eV
Net charge: +1

C5H10N3O3 | ωB97M-V with the def2-TZVPD basis set

Last column: Löwdin charge in e.
Positions of all 21 atoms, in Å:
O1 -2.13459 0.21342 1.36806  0.03
O2 1.96006 -1.33354 1.64937  -0.30
O3 -1.36765 -2.54349 1.18663  0.07
N1 2.61395 -0.36520 0.80958  -0.20
N2 0.09032 -1.88485 -0.47103  0.11
N3 -1.10919 -0.33295 0.53822  -0.04
C1 0.46095 -0.71228 -0.93026  -0.11
C2 -0.92982 -1.71743 0.43863  -0.56
C3 -0.29131 0.41070 -0.40897  -0.54
C4 -1.27040 0.85215 -1.50075  -0.04
C5 0.52449 1.53306 0.14560  -0.05
H1 -0.18250 2.19608 0.62559  0.06
H2 -1.61799 0.48312 2.13640  0.10
H3 1.28381 -1.68567 1.01397  0.00
H4 1.30508 -0.62308 -1.60211  0.12
H5 1.02422 2.28196 -0.58316  0.11
H6 -1.61391 0.00797 -2.16082  0.10
H7 1.27768 1.11528 0.80978  0.03
H8 -1.02148 1.65279 -2.18614  0.06
H9 3.20476 -0.92463 0.20870  -0.06
H10 -2.20647 1.37659 -1.08728  0.10

Properties
HOMO energy: -2.286 eV
LUMO level: 3.335 eV
Kohn-Sham gap: 5.62 eV
Net charge: -1

C5H10N3O3 | ωB97M-V with the def2-TZVPD basis set

Last column: Löwdin charge in e.
Positions of all 21 atoms, in Å:
O1 0.41489 2.21133 1.99414  -0.07
O2 -1.47872 1.42020 -2.24356  -0.27
O3 -1.16181 0.47965 1.83901  -0.16
N1 -0.26446 1.14373 1.14994  -0.32
N2 -1.17223 0.87638 -1.06946  -0.25
N3 -0.84019 3.11477 -0.08052  0.08
C1 0.03228 -1.23600 -1.01458  -0.15
C2 1.06638 0.27393 0.89563  -0.11
C3 -0.85998 1.80102 -0.11619  -0.33
C4 0.66889 -1.11415 0.48520  -0.19
C5 -1.30757 -0.55446 -0.99214  -0.20
H1 0.11153 2.99361 1.47409  0.03
H2 -1.16060 3.56069 -0.95541  0.04
H3 -0.09984 -1.70452 1.18538  0.15
H4 -0.08275 -2.32218 -1.26280  0.11
H5 0.56247 -0.61156 -1.70098  0.09
H6 1.67636 0.38693 1.79108  0.10
H7 1.66167 -1.58657 0.58369  0.09
H8 -2.04298 -0.84296 -1.70704  0.10
H9 1.65943 0.83795 0.08983  0.15
H10 -1.83616 -0.79396 -0.06257  0.11

Properties
HOMO energy: -2.561 eV
LUMO level: 3.764 eV
SMILES: [H]/N=C1\N([O-])CCCC[N@@+]1([O-])O
Kohn-Sham gap: 6.33 eV
Net charge: -1

The calculation returns the following total energy values, one per record and in order: -704.111164; -704.146196; -704.129036; -1102.144554; -1101.634887; -360.435732; -360.364951; -360.509171; -360.489197; -360.346633; -510.889024; -586.357832; -586.333195 Ha.
The calculation returns the following energy above the lowest of the compared OMol25 structures with the same formula, charge and spin values, one per record and in order: 295.7; 203.8; 248.8; 667.7; 0.0; 365.9; 551.8; 173.1; 225.5; 599.8; 401.3; 210.8; 275.5 kJ/mol.